[1]
C17H38Br6N3O7P as an isolated structure, computed with wB97M-V/def2-TZVPD.

## Properties
Net charge   0

Last column: Mulliken charge in e.
CARTESIAN COORDINATES (ANGSTROEM)
Br1 -3.342 3.780 2.539  -0.0666
H1 -1.503 -3.010 1.260  0.2609
H2 -4.266 2.194 0.815  -0.0461
C1 0.138 -4.128 3.642  -0.8884
H3 -2.528 -0.455 -4.061  0.2582
H4 -0.499 -4.464 2.825  0.1190
C2 -0.051 1.351 -0.270  0.2044
C3 -3.027 2.736 -3.269  -0.7526
C4 5.981 -4.187 -0.082  -1.2297
H5 -1.906 5.553 0.472  0.2721
H6 0.094 7.401 0.828  0.3240
O1 -3.762 -4.223 -1.505  -0.5570
H7 -3.832 -0.389 -2.402  0.3070
C5 5.156 -4.269 1.186  -0.2669
C6 -1.192 -3.218 -2.112  -0.6910
H8 4.801 -0.511 1.355  0.3349
H9 2.177 -4.326 4.313  0.3856
H10 -3.619 3.178 -2.481  0.0309
C7 0.063 7.435 -0.266  -0.8934
H11 4.180 1.124 1.679  0.3522
C8 -2.950 -4.053 -0.641  0.0481
H12 -0.280 -4.566 4.552  0.4307
Br2 -5.148 4.287 -0.034  -0.0888
H13 5.323 -3.965 -0.924  0.2947
C9 2.800 -0.372 2.218  -0.2229
H14 -0.528 8.281 -0.611  0.3103
H15 -1.980 3.049 -3.178  0.3365
C10 3.923 0.124 1.309  -0.9449
O2 0.076 4.322 -2.039  -0.5480
H16 5.779 -4.051 2.054  0.3510
H17 1.101 7.592 -0.570  0.2874
H18 -2.429 6.724 -0.759  0.3316
H19 6.516 -5.114 -0.278  0.3692
H20 -3.374 3.070 -4.250  0.3562
C11 0.396 5.371 -1.507  0.0218
H21 6.694 -3.362 -0.045  0.3094
H22 4.697 -5.254 1.285  0.2779
H23 1.600 -5.722 3.367  0.3314
H24 -1.149 -2.157 -2.363  0.0715
H25 3.529 0.235 0.301  0.1839
C12 -2.299 0.607 -4.150  -0.8495
O3 4.118 -3.278 1.082  -0.1186
N1 -0.416 6.191 -0.818  0.2089
C13 1.550 -4.641 3.479  -0.3907
N2 -3.072 1.312 -3.193  0.1356
O4 2.409 -1.724 1.834  0.2517
C14 -1.781 5.872 -0.567  -0.5698
Br3 -1.424 1.021 1.020  0.0254
Br4 -6.226 2.492 2.320  -0.0460
Br5 0.818 -0.208 -1.006  -0.0329
O5 2.126 -4.133 2.229  -0.2080
C15 -1.110 -2.729 0.289  -0.3257
Br6 1.230 2.564 0.449  -0.0556
H26 -2.066 5.028 -1.185  -0.0406
O6 -4.424 1.281 -1.378  -0.5521
H27 1.430 5.740 -1.592  0.3158
H28 -1.749 -3.745 -2.878  0.3139
H29 -1.230 0.760 -3.976  0.2882
N3 -1.735 -3.445 -0.813  0.1944
H30 0.151 -3.042 3.697  0.2504
H31 -0.505 1.826 -1.125  -0.1304
H32 -0.150 -3.567 -2.127  0.2922
H33 1.934 0.282 2.099  0.1112
H34 3.064 -0.327 3.278  0.3775
C16 -3.826 0.706 -2.261  0.1036
O7 3.894 -2.833 3.588  -0.8354
H35 -1.221 -1.662 0.153  -0.1190
H36 -2.533 0.906 -5.174  0.3205
P1 3.191 -3.000 2.324  0.4110
H37 -0.031 -2.929 0.288  0.1484
C17 -4.654 3.040 1.367  0.1905
H38 -3.122 -4.380 0.395  0.3705

Atoms 1-6, force components in eV/Å:
Br 0.119 0.025 0.118
H -0.259 -0.163 -0.050
H 0.162 -0.160 0.169
C 0.127 -0.474 0.028
H 0.162 -0.079 -0.045
H 0.053 0.131 -0.131

=====

[2]
One molecule with the formula C6H14N2O2, computed with wB97M-V/def2-TZVPD.

## Properties
Net charge   0
Structure (SMILES)   NCCCC[C@H](N)C(=O)O

Last column: Mulliken charge in e.
CARTESIAN COORDINATES (ANGSTROEM)
H1 -2.606 -0.474 -0.508  0.4469
N1 -0.286 1.493 1.195  -0.5225
H2 1.270 2.007 -1.156  0.3355
C1 0.921 0.925 0.856  -0.0229
C2 -0.101 0.313 -1.392  -0.9150
H3 -2.285 -1.334 -1.875  0.3977
O1 3.233 0.857 1.361  -0.4299
H4 0.250 0.068 -2.364  0.4669
H5 -0.306 -0.950 0.467  -0.0969
H6 -1.061 0.830 -1.658  0.4150
C3 -0.598 -1.039 -0.653  0.1727
H7 -0.548 0.912 2.098  0.3243
H8 3.240 -0.076 1.424  0.3471
C4 1.108 1.020 -0.700  -0.7418
O2 2.530 2.728 1.597  -0.6135
C5 2.205 1.575 1.410  0.3546
H9 0.856 -0.165 1.142  0.3948
H10 -2.584 -2.308 0.817  0.2682
H11 -2.193 -3.424 -0.391  0.2736
H12 1.888 0.326 -1.020  0.3169
H13 -0.159 2.424 1.480  0.2587
H14 -0.039 -1.889 -1.122  0.2269
N2 -2.677 -2.481 -0.192  -0.6151
C6 -2.058 -1.338 -0.817  -1.0422

Atoms 1-6, force components in eV/Å:
H -0.479 0.672 0.628
N -2.954 -2.353 3.548
H 0.038 -0.145 0.689
C 2.722 -0.347 -1.436
C -1.986 -0.931 0.779
H 0.055 -0.386 -0.562

=====

| no. | Kohn-Sham gap (Ha) |
| --- | --- |
| 1 | 0.3304 |
| 2 | 0.3615 |